C72H182N12O25 | wB97M-V/def2-TZVPD

For the gap between HOMO and LUMO, the calculation gives 0.3060 Ha. The value obtained for the largest force on an atom is 3.060 eV Å⁻¹. The LUMO energy comes out at 0.31 eV. As for the charge: 0. The energy above the lowest of the compared OMol25 structures with the same formula, charge and spin comes out at 144.7 kJ/mol. The value obtained for the total energy is -146661.596 eV.

Bonds (Å) are listed after each position.
Element x y z (Å)
1 O 1.247 1.938 -1.008  H2 0.957, H3 0.957
2 H 1.260 1.475 -0.171  O1 0.957
3 H 0.874 1.308 -1.625  O1 0.957
4 C -6.292 0.878 -5.159  O5 1.418, H13 1.090, H14 1.090, H15 1.090
5 O -5.381 -0.206 -5.241  C4 1.418, C6 1.410
6 C -4.540 -0.143 -6.372  O5 1.410, C7 1.529, H16 1.090, H17 1.090
7 C -3.540 -1.298 -6.324  C6 1.529, N8 1.487, H18 1.090, H19 1.090
8 N -4.145 -2.654 -6.425  C7 1.487, C9 1.458, H20 1.010
9 C -3.175 -3.717 -6.657  N8 1.458, C10 1.571, H21 1.090, H22 1.090
10 C -2.079 -3.939 -5.553  C9 1.571, O11 1.421, H23 1.090, H24 1.090
11 O -0.779 -3.706 -6.077  C10 1.421, C12 1.453
12 C -0.229 -4.656 -7.029  O11 1.453, H25 1.090, H26 1.090, H27 1.090
13 H -6.829 0.699 -4.228  C4 1.090
14 H -7.143 0.833 -5.839  C4 1.090
15 H -5.851 1.875 -5.190  C4 1.090
16 H -4.128 0.862 -6.467  C6 1.090
17 H -5.070 -0.291 -7.312  C6 1.090
18 H -3.108 -1.211 -5.327  C7 1.090
19 H -2.690 -1.229 -7.004  C7 1.090
20 H -4.638 -2.786 -5.553  N8 1.010
21 H -2.783 -3.684 -7.674  C9 1.090
22 H -3.784 -4.621 -6.664  C9 1.090
23 H -2.156 -4.977 -5.232  C10 1.090
24 H -2.217 -3.340 -4.653  C10 1.090
25 H 0.841 -4.687 -6.820  C12 1.090
26 H -0.315 -4.227 -8.027  C12 1.090
27 H -0.764 -5.602 -6.953  C12 1.090
28 C 2.221 -0.211 -13.694  O29 1.470, H37 1.090, H38 1.090, H39 1.090
29 O 1.155 0.611 -13.103  C28 1.470, C30 1.389
30 C -0.159 0.401 -13.501  O29 1.389, C31 1.509, H40 1.090, H41 1.090
31 C -1.039 1.329 -12.701  C30 1.509, N32 1.468, H42 1.090, H43 1.090
32 N -1.031 1.025 -11.264  C31 1.468, C33 1.474, H44 1.010
33 C -1.711 2.055 -10.458  N32 1.474, C34 1.518, H45 1.090, H46 1.090
34 C -1.751 1.611 -9.008  C33 1.518, O35 1.468, H47 1.090, H48 1.090
35 O -0.551 1.984 -8.248  C34 1.468, C36 1.428
36 C -0.877 2.002 -6.858  O35 1.428, H49 1.090, H50 1.090, H51 1.090
37 H 2.039 -1.281 -13.600  C28 1.090
38 H 3.160 -0.076 -13.158  C28 1.090
39 H 2.281 0.231 -14.689  C28 1.090
40 H -0.388 -0.664 -13.489  C30 1.090
41 H -0.147 0.723 -14.543  C30 1.090
42 H -2.062 1.479 -13.047  C31 1.090
43 H -0.557 2.303 -12.791  C31 1.090
44 H -0.092 0.994 -10.894  N32 1.010
45 H -2.698 2.240 -10.882  C33 1.090
46 H -1.260 3.044 -10.546  C33 1.090
47 H -1.949 0.554 -8.831  C34 1.090
48 H -2.660 2.121 -8.691  C34 1.090
49 H -1.460 1.130 -6.562  C36 1.090
50 H -1.435 2.922 -6.687  C36 1.090
51 H 0.050 1.981 -6.283  C36 1.090
52 C -3.881 1.292 1.653  O53 1.416, H61 1.090, H62 1.090, H63 1.090
53 O -3.577 1.339 3.036  C52 1.416, C54 1.435
54 C -3.865 2.614 3.628  O53 1.435, C55 1.526, H64 1.090, H65 1.090
55 C -3.445 2.643 5.095  C54 1.526, N56 1.430, H66 1.090, H67 1.090
56 N -2.071 2.252 5.132  C55 1.430, C57 1.470, H68 1.010
57 C -1.564 2.189 6.511  N56 1.470, C58 1.558, H69 1.090, H70 1.090
58 C -2.046 0.851 7.149  C57 1.558, O59 1.414, H71 1.090, H72 1.090
59 O -1.231 -0.176 6.622  C58 1.414, C60 1.426
60 C -1.387 -1.422 7.298  O59 1.426, H73 1.090, H74 1.090, H75 1.090
61 H -3.770 0.308 1.199  C52 1.090
62 H -3.261 2.056 1.183  C52 1.090
63 H -4.905 1.665 1.661  C52 1.090
64 H -4.938 2.762 3.508  C54 1.090
65 H -3.372 3.377 3.026  C54 1.090
66 H -4.057 2.015 5.743  C55 1.090
67 H -3.535 3.658 5.480  C55 1.090
68 H -1.919 1.348 4.708  N56 1.010
69 H -1.896 3.051 7.089  C57 1.090
70 H -0.474 2.190 6.517  C57 1.090
71 H -3.131 0.756 7.102  C58 1.090
72 H -1.839 1.077 8.195  C58 1.090
73 H -1.005 -2.262 6.717  C60 1.090
74 H -2.417 -1.723 7.489  C60 1.090
75 H -0.885 -1.447 8.265  C60 1.090
76 C 3.422 3.256 3.025  O77 1.482, H85 1.090, H86 1.090, H87 1.090
77 O 4.271 3.908 2.000  C76 1.482, C78 1.422
78 C 3.651 3.939 0.720  O77 1.422, C79 1.487, H88 1.090, H89 1.090
79 C 4.452 4.486 -0.407  C78 1.487, N80 1.451, H90 1.090, H91 1.090
80 N 5.142 5.723 -0.097  C79 1.451, C81 1.436, H92 1.010
81 C 4.206 6.749 0.270  N80 1.436, C82 1.558, H93 1.090, H94 1.090
82 C 4.996 7.976 0.817  C81 1.558, O83 1.391, H95 1.090, H96 1.090
83 O 5.522 7.655 2.063  C82 1.391, C84 1.448
84 C 6.021 8.811 2.778  O83 1.448, H97 1.090, H98 1.090, H99 1.090
85 H 3.877 3.343 4.012  C76 1.090
86 H 3.337 2.174 2.917  C76 1.090
87 H 2.388 3.596 2.980  C76 1.090
88 H 2.750 4.552 0.739  C78 1.090
89 H 3.396 2.915 0.447  C78 1.090
90 H 3.859 4.573 -1.318  C79 1.090
91 H 5.225 3.791 -0.735  C79 1.090
92 H 5.608 5.572 0.786  N80 1.010
93 H 3.521 6.410 1.046  C81 1.090
94 H 3.701 7.114 -0.625  C81 1.090
95 H 4.263 8.775 0.920  C82 1.090
96 H 5.795 8.352 0.178  C82 1.090
97 H 6.194 8.476 3.800  C84 1.090
98 H 5.483 9.755 2.869  C84 1.090
99 H 6.966 9.081 2.307  C84 1.090
100 C 1.691 -2.891 7.726  O101 1.420, H109 1.090, H110 1.090, H111 1.090
101 O 2.144 -3.988 8.505  C100 1.420, C102 1.477
102 C 1.130 -4.458 9.471  O101 1.477, C103 1.484, H112 1.090, H113 1.090
103 C 1.553 -5.721 10.125  C102 1.484, N104 1.514, H114 1.090, H115 1.090
104 N 2.947 -5.628 10.707  C103 1.514, C105 1.455, H116 1.010
105 C 3.268 -6.906 11.325  N104 1.455, C106 1.567, H117 1.090, H118 1.090
106 C 4.752 -7.138 11.776  C105 1.567, O107 1.441, H119 1.090, H120 1.090
107 O 5.026 -8.547 11.898  C106 1.441, C108 1.433
108 C 6.349 -8.738 12.413  O107 1.433, H121 1.090, H122 1.090, H123 1.090
109 H 2.535 -2.462 7.185  C100 1.090
110 H 1.216 -2.091 8.293  C100 1.090
111 H 1.031 -3.252 6.937  C100 1.090
112 H 0.148 -4.536 9.005  C102 1.090
113 H 0.948 -3.795 10.317  C102 1.090
114 H 1.645 -6.466 9.335  C103 1.090
115 H 0.805 -6.077 10.835  C103 1.090
116 H 3.689 -5.421 10.053  N104 1.010
117 H 2.940 -7.723 10.683  C105 1.090
118 H 2.774 -6.957 12.295  C105 1.090
119 H 4.789 -6.581 12.712  C106 1.090
120 H 5.504 -6.744 11.093  C106 1.090
121 H 7.135 -8.223 11.861  C108 1.090
122 H 6.698 -9.770 12.395  C108 1.090
123 H 6.455 -8.365 13.432  C108 1.090
124 C -2.201 6.942 8.590  O125 1.401, H133 1.090, H134 1.090, H135 1.090
125 O -1.515 6.431 9.700  C124 1.401, C126 1.429
126 C -0.154 6.863 9.656  O125 1.429, C127 1.534, H136 1.090, H137 1.090
127 C 0.574 6.121 10.784  C126 1.534, N128 1.479, H138 1.090, H139 1.090
128 N 0.451 4.654 10.640  C127 1.479, C129 1.410, H140 1.010
129 C 1.509 4.211 9.821  N128 1.410, C130 1.529, H141 1.090, H142 1.090
130 C 1.219 2.813 9.273  C129 1.529, O131 1.442, H143 1.090, H144 1.090
131 O 2.260 2.464 8.338  C130 1.442, C132 1.442
132 C 2.265 1.077 7.945  O131 1.442, H145 1.090, H146 1.090, H147 1.090
133 H -1.741 6.640 7.649  C124 1.090
134 H -2.303 8.027 8.612  C124 1.090
135 H -3.216 6.552 8.515  C124 1.090
136 H -0.086 7.949 9.721  C126 1.090
137 H 0.350 6.545 8.744  C126 1.090
138 H 0.006 6.265 11.704  C127 1.090
139 H 1.607 6.412 10.972  C127 1.090
140 H -0.462 4.545 10.223  N128 1.010
141 H 2.445 4.308 10.371  C129 1.090
142 H 1.627 4.848 8.944  C129 1.090
143 H 0.282 2.845 8.717  C130 1.090
144 H 1.031 2.167 10.131  C130 1.090
145 H 2.543 0.494 8.823  C132 1.090
146 H 2.918 1.006 7.075  C132 1.090
147 H 1.326 0.696 7.542  C132 1.090
148 C 3.867 -2.119 2.168  O149 1.422, H157 1.090, H158 1.090, H159 1.090
149 O 3.500 -3.481 1.991  C148 1.422, C150 1.416
150 C 4.113 -4.433 2.841  O149 1.416, C151 1.526, H160 1.090, H161 1.090
151 C 3.730 -5.878 2.539  C150 1.526, N152 1.434, H162 1.090, H163 1.090
152 N 2.296 -5.866 2.500  C151 1.434, C153 1.451, H164 1.010
153 C 1.763 -6.939 1.683  N152 1.451, C154 1.601, H165 1.090, H166 1.090
154 C 1.804 -6.579 0.123  C153 1.601, O155 1.456, H167 1.090, H168 1.090
155 O 0.762 -5.675 -0.344  C154 1.456, C156 1.428
156 C 0.743 -5.391 -1.743  O155 1.428, H169 1.090, H170 1.090, H171 1.090
157 H 3.587 -1.914 3.201  C148 1.090
158 H 3.324 -1.531 1.428  C148 1.090
159 H 4.938 -1.957 2.040  C148 1.090
160 H 3.614 -4.148 3.768  C150 1.090
161 H 5.196 -4.361 2.934  C150 1.090
162 H 4.024 -6.617 3.285  C151 1.090
163 H 4.164 -6.189 1.589  C151 1.090
164 H 2.041 -4.983 2.080  N152 1.010
165 H 0.717 -7.065 1.961  C153 1.090
166 H 2.348 -7.842 1.861  C153 1.090
167 H 1.668 -7.508 -0.432  C154 1.090
168 H 2.783 -6.187 -0.153  C154 1.090
169 H 1.589 -4.747 -1.981  C156 1.090
170 H -0.108 -4.724 -1.885  C156 1.090
171 H 0.764 -6.280 -2.372  C156 1.090
172 C 5.861 0.927 1.652  O173 1.452, H181 1.090, H182 1.090, H183 1.090
173 O 5.921 0.152 0.426  C172 1.452, C174 1.385
174 C 5.297 0.766 -0.647  O173 1.385, C175 1.496, H184 1.090, H185 1.090
175 C 5.356 -0.130 -1.843  C174 1.496, N176 1.465, H186 1.090, H187 1.090
176 N 4.835 0.328 -3.133  C175 1.465, C177 1.524, H188 1.010
177 C 3.434 0.927 -3.086  N176 1.524, C178 1.555, H189 1.090, H190 1.090
178 C 2.845 1.143 -4.509  C177 1.555, O179 1.404, H191 1.090, H192 1.090
179 O 2.852 -0.063 -5.228  C178 1.404, C180 1.444
180 C 2.311 0.041 -6.563  O179 1.444, H193 1.090, H194 1.090, H195 1.090
181 H 4.877 0.909 2.121  C172 1.090
182 H 6.181 1.965 1.563  C172 1.090
183 H 6.469 0.408 2.393  C172 1.090
184 H 5.652 1.781 -0.827  C174 1.090
185 H 4.235 0.873 -0.429  C174 1.090
186 H 4.926 -1.078 -1.519  C175 1.090
187 H 6.427 -0.324 -1.891  C175 1.090
188 H 4.837 -0.345 -3.887  N176 1.010
189 H 3.537 1.868 -2.545  C177 1.090
190 H 2.698 0.357 -2.519  C177 1.090
191 H 3.443 1.848 -5.086  C178 1.090
192 H 1.837 1.533 -4.370  C178 1.090
193 H 2.608 0.946 -7.093  C180 1.090
194 H 1.230 0.079 -6.428  C180 1.090
195 H 2.446 -0.885 -7.122  C180 1.090
196 C -9.132 -4.972 -6.719  O197 1.469, H205 1.090, H206 1.090, H207 1.090
197 O -8.750 -4.325 -5.457  C196 1.469, C198 1.395
198 C -7.465 -3.781 -5.450  O197 1.395, C199 1.524, H208 1.090, H209 1.090
199 C -7.168 -3.313 -4.031  C198 1.524, N200 1.498, H210 1.090, H211 1.090
200 N -5.810 -2.689 -3.929  C199 1.498, C201 1.482, H212 1.010
201 C -5.534 -2.470 -2.490  N200 1.482, C202 1.539, H213 1.090, H214 1.090
202 C -4.193 -1.737 -2.302  C201 1.539, O203 1.421, H215 1.090, H216 1.090
203 O -3.949 -1.464 -0.929  C202 1.421, C204 1.427
204 C -3.607 -2.593 -0.126  O203 1.427, H217 1.090, H218 1.090, H219 1.090
205 H -9.256 -4.179 -7.457  C196 1.090
206 H -10.144 -5.377 -6.720  C196 1.090
207 H -8.490 -5.707 -7.207  C196 1.090
208 H -7.442 -2.931 -6.132  C198 1.090
209 H -6.777 -4.549 -5.803  C198 1.090
210 H -7.195 -4.142 -3.324  C199 1.090
211 H -7.903 -2.571 -3.719  C199 1.090
212 H -5.796 -1.792 -4.394  N200 1.010
213 H -5.581 -3.438 -1.992  C201 1.090
214 H -6.305 -1.905 -1.965  C201 1.090
215 H -4.219 -0.758 -2.780  C202 1.090
216 H -3.305 -2.297 -2.596  C202 1.090
217 H -2.701 -3.166 -0.326  C204 1.090
218 H -4.479 -3.231 0.019  C204 1.090
219 H -3.746 -2.077 0.824  C204 1.090
220 C 4.047 7.091 -10.507  O221 1.422, H229 1.090, H230 1.090, H231 1.090
221 O 3.552 6.175 -9.538  C220 1.422, C222 1.405
222 C 3.222 4.916 -10.066  O221 1.405, C223 1.584, H232 1.090, H233 1.090
223 C 2.688 4.051 -8.851  C222 1.584, N224 1.485, H234 1.090, H235 1.090
224 N 1.283 4.308 -8.442  C223 1.485, C225 1.486, H236 1.010
225 C 1.226 5.447 -7.490  N224 1.486, C226 1.523, H237 1.090, H238 1.090
226 C -0.104 5.446 -6.748  C225 1.523, O227 1.431, H239 1.090, H240 1.090
227 O -0.010 4.752 -5.500  C226 1.431, C228 1.464
228 C -1.161 4.931 -4.614  O227 1.464, H241 1.090, H242 1.090, H243 1.090
229 H 4.340 8.068 -10.122  C220 1.090
230 H 3.394 7.363 -11.336  C220 1.090
231 H 5.017 6.735 -10.855  C220 1.090
232 H 4.136 4.524 -10.512  C222 1.090
233 H 2.511 4.838 -10.888  C222 1.090
234 H 3.332 4.067 -7.972  C223 1.090
235 H 2.635 3.032 -9.234  C223 1.090
236 H 0.643 3.556 -8.230  N224 1.010
237 H 1.370 6.345 -8.091  C225 1.090
238 H 2.007 5.358 -6.734  C225 1.090
239 H -0.932 5.175 -7.402  C226 1.090
240 H -0.343 6.506 -6.674  C226 1.090
241 H -0.989 4.386 -3.686  C228 1.090
242 H -2.055 4.512 -5.077  C228 1.090
243 H -1.289 5.972 -4.314  C228 1.090
244 C -0.910 0.534 -3.591  O245 1.445, H253 1.090, H254 1.090, H255 1.090
245 O -0.058 0.119 -2.500  C244 1.445, C246 1.439
246 C -0.491 -0.936 -1.622  O245 1.439, C247 1.543, H256 1.090, H257 1.090
247 C 0.587 -1.387 -0.614  C246 1.543, N248 1.418, H258 1.090, H259 1.090
248 N 0.894 -0.420 0.378  C247 1.418, C249 1.474, H260 1.010
249 C -0.215 -0.178 1.319  N248 1.474, C250 1.543, H261 1.090, H262 1.090
250 C 0.335 0.582 2.544  C249 1.543, O251 1.450, H263 1.090, H264 1.090
251 O 1.223 -0.325 3.247  C250 1.450, C252 1.449
252 C 1.730 -0.017 4.569  O251 1.449, H265 1.090, H266 1.090, H267 1.090
253 H -0.497 1.453 -4.007  C244 1.090
254 H -1.874 0.846 -3.189  C244 1.090
255 H -0.933 -0.170 -4.423  C244 1.090
256 H -1.369 -0.608 -1.067  C246 1.090
257 H -0.868 -1.793 -2.181  C246 1.090
258 H 0.237 -2.335 -0.206  C247 1.090
259 H 1.453 -1.529 -1.261  C247 1.090
260 H 1.561 -0.697 1.083  N248 1.010
261 H -0.929 0.387 0.721  C249 1.090
262 H -0.661 -1.135 1.593  C249 1.090
263 H 0.826 1.494 2.205  C250 1.090
264 H -0.430 0.913 3.246  C250 1.090
265 H 2.554 0.693 4.636  C252 1.090
266 H 2.212 -0.945 4.875  C252 1.090
267 H 0.933 0.258 5.260  C252 1.090
268 C -7.239 -2.995 2.001  O269 1.438, H277 1.090, H278 1.090, H279 1.090
269 O -6.941 -3.382 3.354  C268 1.438, C270 1.451
270 C -6.907 -2.281 4.299  O269 1.451, C271 1.568, H280 1.090, H281 1.090
271 C -5.635 -1.369 4.200  C270 1.568, N272 1.462, H282 1.090, H283 1.090
272 N -4.459 -2.205 4.438  C271 1.462, C273 1.479, H284 1.010
273 C -3.160 -1.561 4.147  N272 1.479, C274 1.554, H285 1.090, H286 1.090
274 C -1.913 -2.487 4.206  C273 1.554, O275 1.417, H287 1.090, H288 1.090
275 O -1.717 -3.033 2.913  C274 1.417, C276 1.417
276 C -0.575 -3.865 2.812  O275 1.417, H289 1.090, H290 1.090, H291 1.090
277 H -7.432 -3.785 1.276  C268 1.090
278 H -6.473 -2.349 1.573  C268 1.090
279 H -8.140 -2.382 1.988  C268 1.090
280 H -6.976 -2.731 5.290  C270 1.090
281 H -7.803 -1.668 4.213  C270 1.090
282 H -5.692 -0.518 4.879  C271 1.090
283 H -5.599 -1.056 3.157  C271 1.090
284 H -4.581 -2.956 3.774  N272 1.010
285 H -3.104 -0.648 4.740  C273 1.090
286 H -3.322 -0.998 3.228  C273 1.090
287 H -2.005 -3.288 4.940  C274 1.090
288 H -1.044 -1.872 4.440  C274 1.090
289 H -0.748 -4.883 3.162  C276 1.090
290 H 0.332 -3.517 3.307  C276 1.090
291 H -0.238 -3.865 1.776  C276 1.090